Entry from the Open Molecules 2025 dataset: C22H26As2BCl3N4O10Pd as an isolated structure at a distorted geometry (wB97M-V/def2-TZVPD).

HOMO (spin up / spin down) = -8.6132 / -9.2214 eV
E = -213069.6827 eV
energy above the lowest of the compared OMol25 structures with the same formula, charge and spin = 8.7 kcal/mol

ORCA input file:
```
! wB97M-V def2-TZVPD RIJCOSX def2/J DEFGRID3
* xyz 0 3
Pd 0.53 -0.26 -0.27
As -5.77 -3.33 2.25
As -2.65 -1.13 1.73
Cl 3.67 -3.93 -0.29
Cl 1.87 -4.33 -2.50
Cl 0.83 -4.26 0.20
O -5.59 1.42 1.25
O -4.09 -4.89 4.28
O -7.94 -1.31 1.93
O 1.12 -1.58 -1.89
O -3.78 1.56 2.58
O -2.11 -2.84 -0.81
O 2.24 -1.39 0.00
O -7.08 0.19 3.36
O -3.06 -4.79 -0.22
O -2.01 -4.58 3.48
N -1.11 2.13 -0.48
N 0.34 2.00 1.55
N -1.05 0.83 -0.85
N 0.51 0.67 1.46
C 0.46 2.36 2.83
C -6.04 -3.50 0.31
C -3.51 -5.64 5.36
C -5.62 -1.34 2.22
C -2.29 2.63 -0.87
C 0.74 1.23 3.59
C -3.20 -4.42 3.39
C -4.55 -0.59 1.97
C -2.19 0.52 -1.46
C -3.01 1.63 -1.50
C 2.06 -3.60 -0.92
C 0.76 0.19 2.68
C -6.93 -0.69 2.57
C -2.76 -3.64 0.04
C -4.61 0.91 2.00
C -3.84 -3.68 2.30
C -2.30 -1.32 3.66
C -3.05 -3.01 1.33
C -1.78 -3.45 -2.07
C -5.71 2.84 1.32
C -9.25 -0.83 2.27
C 1.82 -2.07 -0.98
B 0.08 2.83 0.25
H -9.37 0.20 1.95
H -6.47 3.11 0.59
H -2.52 3.66 -0.67
H -2.36 -0.49 -1.81
H -2.85 -5.01 5.94
H 0.93 -0.87 2.82
H -1.48 -2.03 3.79
H -5.86 -4.53 0.02
H 0.35 3.39 3.11
H -5.38 -2.83 -0.24
H -9.94 -1.48 1.74
H 1.06 2.79 -0.45
H -4.00 1.71 -1.93
H -2.00 -0.34 4.02
H 0.89 1.18 4.65
H -4.76 3.32 1.09
H -3.18 -1.66 4.20
H -6.03 3.14 2.32
H -2.68 -3.62 -2.65
H -1.28 -4.40 -1.91
H -1.11 -2.75 -2.57
H -9.41 -0.89 3.35
H -4.35 -5.98 5.96
H -0.27 3.94 0.56
H -7.07 -3.23 0.11
H -2.95 -6.49 4.97
*
```

Here is what Mulliken gives for the atomic charges, in e: Pd 1.078; As 0.195; As 1.495; Cl -0.120; Cl -0.105; Cl -0.080; O -0.214; O -0.329; O -0.283; O -0.718; O -0.576; O 0.167; O -0.696; O -0.561; O -0.610; O -0.639; N -0.252; N -0.035; N 0.179; N -0.002; C -0.061; C -0.981; C -0.734; C 0.841; C -0.136; C -1.137; C 0.361; C 0.355; C -0.751; C -1.025; C 0.672; C -0.636; C -0.206; C 0.168; C -0.252; C -0.205; C -1.447; C 0.384; C -0.945; C -0.749; C -0.753; C 0.557; B 0.383; H 0.301; H 0.267; H 0.529; H 0.588; H 0.312; H 0.609; H 0.436; H 0.357; H 0.474; H 0.166; H 0.236; H -0.182; H 0.409; H 0.363; H 0.415; H 0.274; H 0.491; H 0.316; H 0.336; H 0.378; H 0.205; H 0.314; H 0.239; H -0.140; H 0.399; H 0.312

Entry from the Open Molecules 2025 dataset: a 7-piece molecular cluster, C29H64N8O11 overall at a distorted geometry (wB97M-V/def2-TZVPD).

SMILES string = CO[C@@H](CCCCN(C)C(C)=O)COCON=O.CN(C)C=O.CN(C)C=O.CN(C)C=O.CN(C)C=O.CN(C)C=O.CN(C)C=O
HOMO = -8.6832 eV
E = -65547.4534 eV

ORCA input file:
```
! wB97M-V def2-TZVPD RIJCOSX def2/J DEFGRID3
* xyz 0 1
O 3.26 -2.19 -3.49
O -0.88 -0.29 -0.54
O 1.01 -0.08 3.47
O 1.92 2.18 -5.17
O -3.47 0.92 7.81
O 2.48 2.59 -2.86
O 1.33 -5.88 -0.54
O -1.95 -1.71 -8.30
O -3.92 3.86 1.63
O 0.03 2.19 -6.11
O 3.33 1.99 -0.50
N -2.55 0.36 -9.08
N 5.03 -0.73 -3.45
N -0.30 -2.06 -1.88
N 0.75 -7.25 1.20
N -0.23 0.02 5.40
N -1.54 3.58 1.34
N -4.03 -0.44 9.56
N 0.62 1.71 -5.19
C 1.61 -6.74 0.27
C -0.60 -1.47 -0.69
C -1.88 -0.50 -8.25
C -0.94 2.22 1.50
C 2.13 2.80 -0.34
C 2.53 4.04 0.59
C -2.98 3.30 1.05
C -0.30 -1.24 -3.08
C -1.05 4.25 0.10
C -3.40 -0.19 -10.11
C 1.30 4.76 1.30
C -1.41 -0.42 6.12
C 0.69 0.93 6.04
C 1.65 3.20 -1.81
C 5.48 0.64 -3.34
C -5.39 0.05 9.61
C 1.16 -8.28 2.14
C -3.18 0.07 8.63
C -2.42 1.80 -8.97
C -3.62 -1.46 10.50
C 0.15 5.27 0.31
C 0.02 -3.47 -1.98
C 0.04 -0.41 4.13
C -3.38 2.23 -0.09
C 1.93 3.16 -4.08
C 3.13 0.66 0.01
C 6.01 -1.79 -3.63
C 3.71 -1.06 -3.40
C -0.61 -6.75 1.25
H 0.61 5.61 -0.68
H -1.94 4.87 -0.30
H -3.28 1.20 0.39
H 0.04 2.21 2.07
H -1.09 -6.93 0.29
H 0.85 3.50 -3.96
H -5.38 1.13 9.79
H -1.26 0.02 -7.51
H 3.05 -0.19 -3.26
H -1.66 1.55 2.10
H 5.92 -2.50 -2.80
H -0.29 6.22 0.77
H 1.04 -7.90 3.16
H 2.61 -7.18 0.32
H -1.17 -7.25 2.04
H -0.02 -3.95 -1.01
H -0.57 -2.17 0.16
H 1.68 4.32 -2.01
H -0.72 -1.10 3.74
H 6.15 0.72 -2.47
H 0.42 -0.43 -2.97
H 0.77 1.84 5.44
H 0.61 2.75 -1.96
H -1.10 -0.93 7.04
H -0.87 3.44 -0.68
H -1.30 -0.81 -3.22
H -3.41 2.23 -8.77
H -2.81 -0.83 -10.77
H -5.88 -0.14 8.65
H 0.82 4.17 2.14
H 3.19 3.60 1.43
H 2.38 0.05 -0.62
H -1.75 2.07 -8.15
H 2.85 0.64 1.12
H -2.01 -1.10 5.52
H -0.70 -3.95 -2.65
H -4.47 2.36 -0.42
H -2.01 0.45 6.38
H -0.76 1.67 0.50
H -5.95 -0.45 10.40
H 1.35 2.11 0.13
H -4.24 -2.35 10.37
H -3.86 0.61 -10.69
H -3.74 -1.08 11.52
H 4.11 0.08 -0.07
H 0.35 1.18 7.04
H 2.21 -8.55 1.99
H -0.04 -1.85 -3.95
H 6.03 0.91 -4.24
H 1.73 5.71 1.79
H 4.64 1.32 -3.21
H 7.01 -1.38 -3.65
H 5.80 -2.31 -4.56
H -2.03 2.20 -9.91
H -0.59 -5.68 1.44
H -2.17 -0.37 8.67
H 1.03 -3.57 -2.40
H -2.68 2.26 -0.98
H -2.57 -1.74 10.35
H -4.18 -0.80 -9.65
H 2.53 4.07 -4.37
H 1.68 0.47 6.10
H 0.53 -9.16 2.00
H 3.20 4.76 0.01
*
```

These are the Mulliken partial charges, in e, on atoms 1 to 99: O -0.661; O -0.596; O -0.662; O -0.243; O -0.644; O -0.054; O -0.528; O -0.600; O -0.589; O -0.336; O -0.437; N 0.109; N 0.139; N 0.276; N 0.120; N 0.243; N 0.090; N 0.074; N 0.212; C 0.096; C -0.026; C 0.340; C -0.544; C 0.950; C -1.118; C 0.389; C -0.771; C 0.071; C -0.936; C -0.478; C -1.039; C -0.918; C -0.635; C -0.674; C -0.938; C -0.916; C 0.308; C -0.694; C -0.920; C -0.927; C -0.742; C 0.116; C -0.562; C -0.476; C -0.313; C -1.029; C 0.296; C -0.866; H 0.223; H 0.467; H 0.134; H 0.123; H 0.286; H 0.405; H 0.300; H 0.077; H 0.177; H 0.329; H 0.311; H 0.433; H 0.331; H 0.244; H 0.367; H 0.122; H 0.348; H 0.246; H 0.305; H 0.348; H -0.078; H 0.245; H 0.352; H 0.294; H -0.209; H 0.359; H 0.331; H 0.292; H 0.296; H 0.221; H 0.276; H -0.010; H 0.115; H 0.305; H 0.240; H 0.339; H 0.364; H 0.493; H 0.134; H 0.375; H -0.022; H 0.340; H 0.375; H 0.334; H 0.219; H 0.315; H 0.293; H 0.395; H 0.372; H 0.377; H 0.044

Entry from the Open Molecules 2025 dataset: one molecule with the formula C4H5NO3 at a distorted geometry (wB97M-V/def2-TZVPD).

SMILES string = OCc1ncoc1O
HOMO = -8.1276 eV
E = -11858.5071 eV
energy above the lowest of the compared OMol25 structures with the same formula, charge and spin = 80.6 kcal/mol

ORCA input file:
```
! wB97M-V def2-TZVPD RIJCOSX def2/J DEFGRID3
* xyz 0 1
O -1.93 -0.29 0.01
O -1.17 1.69 -0.43
O -0.26 -1.96 0.40
N 1.01 1.45 -0.57
C 0.47 0.27 -0.03
C -0.92 0.45 -0.04
C 0.03 2.27 -0.76
C 1.04 -1.19 0.14
H 1.84 -1.46 1.16
H -0.37 -1.74 1.40
H 0.17 3.41 -0.93
H -1.40 -1.17 0.36
H 1.50 -1.72 -0.71
*
```

Here is what Mulliken gives for the atomic charges, in e: O -0.584; O -0.366; O -0.619; N -0.605; C 0.306; C 0.506; C -0.049; C -0.238; H 0.220; H 0.420; H 0.322; H 0.446; H 0.242

Entry from the Open Molecules 2025 dataset: C22H22IN2O3STeW as an isolated structure at a distorted geometry (wB97M-V/def2-TZVPD).

HOMO (spin up / spin down) = -10.6034 / -11.1410 eV
E = -60341.7971 eV
energy above the lowest of the compared OMol25 structures with the same formula, charge and spin = 32.1 kcal/mol

ORCA input file:
```
! wB97M-V def2-TZVPD RIJCOSX def2/J DEFGRID3
* xyz 1 3
W 1.85 0.20 -0.11
I 2.81 0.01 -2.69
Te 1.73 -0.06 2.44
S 1.29 -3.03 -1.13
O 1.86 -1.86 -0.28
O -1.02 4.43 2.02
O 0.14 0.27 -0.70
N 1.69 2.16 -0.06
N -3.12 1.69 -1.16
C -0.40 -3.23 -0.58
C -2.28 -0.36 -2.14
C -4.39 -3.89 0.81
C -1.28 -3.95 -1.37
C -2.09 0.88 -1.30
C -0.80 -2.71 0.64
C 3.71 1.22 0.53
C -2.98 2.81 -0.45
C 5.67 2.57 0.99
C 0.67 2.95 0.12
C 4.99 3.73 0.63
C -2.56 -4.18 -0.91
C -0.86 1.18 -0.72
C -1.78 3.27 0.03
C -1.67 4.58 0.77
C -2.99 -3.67 0.31
C 3.04 2.44 0.25
C 3.65 3.68 0.26
C -0.64 2.46 -0.16
C -2.09 -2.92 1.08
C 5.03 1.33 0.95
C 1.98 -4.43 -0.24
H 1.46 -5.33 -0.58
H -3.25 -4.74 -1.53
H -3.89 3.39 -0.31
H -4.38 -4.23 1.85
H 5.49 4.69 0.67
H -1.06 5.29 0.21
H -0.10 -2.15 1.25
H 3.04 -4.50 -0.47
H 1.81 -4.26 0.82
H 5.59 0.45 1.25
H -1.42 -0.52 -2.79
H -2.41 -2.52 2.03
H 6.70 2.62 1.31
H -0.96 -4.35 -2.33
H -1.64 4.08 2.68
H 3.11 4.58 0.00
H 0.83 3.95 0.49
H -2.66 5.02 0.88
H -4.95 -2.96 0.77
H -2.41 -1.23 -1.50
H -3.17 -0.23 -2.74
H -4.92 -4.63 0.21
*
```

Here is what Mulliken gives for the atomic charges, in e: W 0.193; I -0.264; Te -0.119; S 0.229; O -0.342; O -0.498; O -0.576; N 0.538; N -0.587; C 0.348; C -0.674; C -1.495; C -0.566; C 0.180; C -0.139; C -0.034; C -0.680; C -0.436; C 0.040; C -0.708; C -0.729; C 0.994; C 0.708; C -1.190; C 0.875; C 0.952; C -0.491; C 0.204; C -0.717; C -0.878; C -1.066; H 0.438; H 0.376; H 0.383; H 0.367; H 0.421; H 0.348; H 0.156; H 0.411; H 0.341; H 0.438; H 0.316; H 0.434; H 0.410; H 0.478; H 0.325; H 0.445; H 0.439; H 0.417; H 0.318; H -0.144; H 0.423; H 0.387

Entry from the Open Molecules 2025 dataset: C40H22Cl5LaN4O3S2 as an isolated structure at a distorted geometry (wB97M-V/def2-TZVPD).

HOMO = -7.8460 eV
E = -139086.0255 eV
energy above the lowest of the compared OMol25 structures with the same formula, charge and spin = 11.0 kcal/mol

ORCA input file:
```
! wB97M-V def2-TZVPD RIJCOSX def2/J DEFGRID3
* xyz 0 1
La 0.20 0.13 -0.16
Cl -1.10 0.79 2.42
Cl -1.26 3.05 -2.34
Cl -3.34 5.71 1.86
Cl -2.66 5.60 -1.18
Cl -2.61 3.29 3.70
S 4.16 4.51 -1.08
S -4.15 -3.07 -2.70
O 1.93 1.05 1.02
O 5.55 0.21 -0.83
O -0.60 -1.82 0.05
N -0.76 -0.36 -2.58
N 2.09 -1.26 -0.18
N 3.25 -0.56 0.04
N 1.37 1.32 -2.18
C 5.54 5.42 -1.53
C 2.58 2.65 -4.31
C 5.41 3.23 1.99
C -2.24 3.25 2.03
C -2.27 4.28 -0.16
C 5.90 5.21 -2.83
C -1.64 3.15 -0.66
C -0.16 0.20 -3.66
C 1.35 -4.69 -1.13
C 2.21 -2.51 -0.49
C -1.73 -0.87 -5.15
C 0.02 0.63 -6.07
C -1.27 2.05 0.11
C 6.54 3.03 1.21
C 5.45 1.19 0.09
C 1.05 1.48 -5.87
C -1.80 -1.13 -2.78
C 0.34 -5.61 -1.30
C 4.30 2.44 1.80
C -2.35 -1.44 -4.04
C 5.04 4.32 -3.49
C 0.96 1.09 -3.45
C -0.97 -5.23 -1.05
C -5.29 -3.54 -4.94
C -5.37 -3.84 -3.62
C 4.04 3.84 -2.68
C 1.55 1.74 -4.55
C 2.33 2.19 -1.98
C -1.59 2.16 1.46
C 3.07 0.61 0.65
C 1.09 -3.38 -0.70
C -3.50 -2.32 -4.13
C -2.57 4.33 1.20
C -0.26 -2.98 -0.42
C 4.30 1.41 0.86
C 2.99 2.90 -3.01
C -4.22 -2.68 -5.23
C -0.63 -0.02 -4.97
C -1.27 -3.96 -0.64
C 6.56 2.02 0.26
H -5.97 -3.93 -5.68
H 6.01 6.07 -0.81
H 6.74 5.68 -3.30
H -1.77 -5.95 -1.18
H -6.08 -4.48 -3.12
H 5.40 4.01 2.74
H -2.29 -3.67 -0.43
H -0.35 0.44 -7.07
H 7.41 3.64 1.35
H 0.57 -6.62 -1.62
H 2.61 2.38 -0.95
H -2.09 -1.08 -6.15
H -4.01 -2.32 -6.23
H 3.21 -2.93 -0.58
H 3.04 3.17 -5.14
H 3.41 2.59 2.39
H 2.37 -4.97 -1.32
H -2.25 -1.54 -1.89
H 4.74 -0.35 -0.74
H 1.52 1.99 -6.69
H 7.43 1.83 -0.34
H 5.16 4.03 -4.52
*
```

Here is what Mulliken gives for the atomic charges, in e: La 1.181; Cl -0.244; Cl -0.158; Cl -0.197; Cl -0.190; Cl -0.202; S 0.111; S 0.005; O -0.748; O -0.708; O -0.726; N 0.562; N 0.276; N -1.158; N 0.688; C -0.423; C -0.956; C -0.864; C -0.703; C -0.499; C -0.672; C 1.103; C -0.714; C -0.823; C -0.046; C -0.768; C -1.101; C -1.622; C -0.414; C 0.353; C -1.094; C -0.749; C -0.669; C -0.238; C 0.688; C -0.652; C -0.913; C -0.650; C -0.579; C -0.437; C 0.432; C 1.108; C -0.849; C 1.103; C 0.609; C 0.411; C 0.447; C 0.876; C 0.315; C 0.629; C 0.537; C -0.565; C 0.889; C -0.147; C -0.548; H 0.405; H 0.478; H 0.445; H 0.406; H 0.438; H 0.409; H 0.694; H 0.447; H 0.424; H 0.401; H 0.588; H 0.402; H 0.376; H 0.364; H 0.452; H 0.429; H 0.377; H 0.366; H 0.495; H 0.454; H 0.451; H 0.408

Entry from the Open Molecules 2025 dataset: C29H32N3OTc as an isolated structure (wB97M-V/def2-TZVPD).

HOMO (spin up / spin down) = -17.4949 / -17.7999 eV
E = -39282.6521 eV

ORCA input file:
```
! wB97M-V def2-TZVPD RIJCOSX def2/J DEFGRID3
* xyz 3 4
Tc -0.04 0.34 -0.34
O -0.27 2.29 -0.40
N 0.01 -0.05 1.62
N 2.00 0.06 0.00
N -2.03 -0.18 0.04
C -4.56 -0.93 0.77
C 1.26 -0.25 3.61
C 0.07 -0.44 4.31
C 1.17 5.58 0.04
C -3.24 3.06 -1.10
C -4.25 -0.73 -0.56
C -1.26 5.67 0.28
C -2.31 -0.41 1.35
C 0.00 6.31 0.24
C -2.76 3.70 0.20
C 2.36 0.00 1.32
C -0.16 3.57 -0.15
C 2.41 3.47 -0.41
C 4.26 -0.20 -0.65
C 4.64 -0.20 0.68
C 3.59 3.95 0.44
C 2.92 -0.07 -0.98
C 2.74 3.55 -1.91
C -1.38 4.33 0.10
C 1.21 -0.07 2.25
C -3.57 -0.77 1.74
C 3.68 -0.11 1.68
C -2.96 -0.35 -0.92
C -1.14 -0.49 3.63
C 2.42 -0.10 -2.39
C -1.15 -0.30 2.26
C -2.81 2.76 1.41
C 1.14 4.23 -0.15
C -2.56 -0.11 -2.35
H -2.06 -0.69 4.16
H 2.22 -1.13 -2.70
H 4.99 -0.31 -1.44
H 0.09 -0.59 5.38
H 3.96 4.92 0.09
H -2.15 6.26 0.45
H -3.80 -0.95 2.79
H -2.64 3.31 2.34
H -2.06 1.98 1.34
H -2.40 -1.06 -2.86
H -2.57 2.27 -1.44
H 5.69 -0.30 0.94
H 2.22 2.43 -0.16
H 0.05 7.39 0.38
H -3.80 2.30 1.48
H 2.20 -0.27 4.14
H 4.42 3.25 0.35
H -3.44 4.52 0.41
H 3.33 4.04 1.49
H 1.93 3.19 -2.54
H -4.99 -0.87 -1.34
H 2.13 6.09 0.02
H 2.94 4.59 -2.19
H -3.30 3.80 -1.90
H -5.57 -1.21 1.05
H -3.34 0.42 -2.89
H -1.65 0.49 -2.43
H 1.50 0.49 -2.51
H 3.96 -0.15 2.72
H 3.65 2.97 -2.13
H -4.24 2.64 -0.96
H 3.15 0.31 -3.09
*
```

Here is what Mulliken gives for the atomic charges, in e: Tc 0.911; O -0.269; N 0.196; N -0.055; N 0.346; C -0.769; C -0.740; C -0.933; C -0.551; C -1.297; C -0.731; C -0.901; C 0.301; C -1.301; C 0.114; C 0.661; C 0.355; C 3.138; C -0.559; C -0.761; C -1.758; C 0.740; C -1.344; C 0.407; C 0.378; C -0.473; C -0.429; C 0.651; C -0.794; C -1.510; C 0.853; C -1.417; C -0.005; C -1.242; H 0.474; H 0.349; H 0.546; H 0.489; H 0.463; H 0.521; H 0.500; H 0.458; H 0.342; H 0.383; H -0.059; H 0.502; H -1.537; H 0.445; H 0.429; H 0.485; H 0.421; H 0.814; H 0.425; H 0.280; H 0.547; H 0.454; H 0.420; H 0.477; H 0.503; H 0.423; H 0.189; H 0.280; H 0.502; H 0.372; H 0.439; H 0.449